{"formula": "C35H39HgN10O4", "method": "the ωB97M-V functional and the def2-TZVPD basis", "total_charge": -2, "largest_force_ev_per_a": 0.36, "relative_energy_kcal_mol": 43.5, "gap_ha": [0.1860, 0.2077], "s_squared": 0.78, "spin_multiplicity": 2, "elements": ["Hg", "O", "O", "O", "O", "N", "N", "N", "N", "N", "N", "N", "N", "N", "N", "C", "C", "C", "C", "C", "C", "C", "C", "C", "C", "C", "C", "C", "C", "C", "C", "C", "C", "C", "C", "C", "C", "C", "C", "C", "C", "C", "C", "C", "C", "C", "C", "C", "C", "C", "H", "H", "H", "H", "H", "H", "H", "H", "H", "H", "H", "H", "H", "H", "H", "H", "H", "H", "H", "H", "H", "H", "H", "H", "H", "H", "H", "H", "H", "H", "H", "H", "H", "H", "H", "H", "H", "H", "H"], "coordinates": [[1.85658, 0.41905, 0.18147], [1.29952, 2.51003, -0.36907], [3.09367, 0.59800, 2.66089], [-1.89427, 4.30476, -0.23886], [1.48230, -1.01348, -1.55777], [3.63230, -1.02270, 0.06167], [-0.02122, -1.73438, 2.31400], [-1.96919, -1.89076, 0.96639], [3.56184, -1.90882, -1.00590], [-4.03860, 2.69034, 0.10292], [-1.17240, 1.10562, -1.35275], [-3.49717, 0.89108, 1.49346], [-4.11597, 0.51932, -0.69287], [-1.29556, -1.10837, 0.12300], [0.54117, 1.21567, 1.87538], [-2.49453, -2.48186, -3.09407], [5.02135, 1.02686, 3.95578], [3.38553, -3.66330, -3.18294], [-1.47485, 2.32823, -1.72390], [4.74919, -1.11542, 0.73242], [-0.48409, 2.07245, 1.30859], [-2.20164, -2.39243, -1.73702], [-1.45111, -2.83425, 4.43777], [-1.69997, -1.20946, -1.18282], [-0.10379, -2.49734, 4.59499], [5.79711, -2.09381, 0.23985], [0.54613, -1.95144, 3.49947], [2.35508, -2.78719, -2.84774], [3.23937, -4.54724, -4.24095], [-2.06710, -2.62140, 3.23300], [-2.31032, 4.13426, -3.18253], [-1.56882, -0.04076, -2.00981], [-2.27964, -1.38656, -3.91449], [-1.32922, -2.05927, 2.15616], [-1.63352, 5.12254, -2.54690], [-3.83988, 1.37288, 0.31194], [-0.89904, 3.39423, -0.80945], [1.17702, -2.81448, -3.58668], [2.05816, -4.57238, -4.97642], [-2.12130, 2.02111, 3.29752], [-1.82460, -0.18252, -3.37764], [5.11749, -0.38338, 1.90291], [0.17774, 3.00819, 0.21970], [4.32513, 0.38620, 2.75557], [-2.31167, 2.77178, -2.77603], [-0.99800, 4.80480, -1.27004], [-3.49104, 1.67385, 2.72129], [-1.21086, 2.85614, 2.39716], [1.02790, -3.70398, -4.64294], [2.46346, -1.81008, -1.70760], [6.68875, -2.03750, 0.86373], [-2.85297, 4.37630, -4.09410], [-2.85057, -3.41736, -3.51131], [-1.58713, 6.13219, -2.93466], [-3.81520, -0.43998, -0.55193], [-3.40088, 3.32082, 0.57993], [0.41903, -2.65066, 5.52966], [-4.05617, 2.58742, 2.52908], [1.94392, -5.26728, -5.80138], [-0.26100, 5.49582, -0.86905], [-4.03448, 2.93348, -0.88622], [-2.01013, -3.26222, 5.26381], [-4.05150, 1.10266, 3.46704], [-2.32438, 2.56189, 4.22814], [-3.85360, 0.86179, -1.61232], [0.09818, -3.71560, -5.20063], [-2.46229, -1.46024, -4.98149], [1.22112, 1.67236, 2.47263], [4.29330, -3.63184, -2.59465], [-1.60882, 1.09761, 3.59127], [-1.78154, 3.68128, 1.96109], [-3.10708, -2.87772, 3.06784], [4.04872, -5.22350, -4.49510], [5.39792, -3.10855, 0.25919], [0.38410, -2.13083, -3.31061], [0.40118, 3.96903, 0.75095], [4.87997, 2.10875, 3.90282], [-0.44312, 3.33450, 3.01835], [6.08829, 0.80499, 4.00369], [-2.30366, -3.24992, -1.08389], [6.15037, -0.50592, 2.20305], [1.58914, -1.64758, 3.56717], [-1.15199, 1.40092, 0.77693], [4.53683, 0.67939, 4.87138], [6.05340, -1.88886, -0.80016], [-2.75016, 2.05095, -3.45133], [0.20374, 0.35455, 2.28823], [-1.64913, 0.66443, -4.02597], [-3.15081, -0.07590, 1.49271]], "forces_ev_per_a": [[0.054, 0.054, -0.059], [-0.026, 0.122, -0.015], [-0.072, 0.030, 0.006], [0.097, 0.046, -0.059], [0.222, -0.102, -0.055], [0.039, 0.078, 0.102], [-0.165, -0.011, 0.219], [-0.049, 0.192, 0.014], [-0.091, -0.024, -0.097], [0.009, -0.163, 0.036], [-0.156, -0.060, -0.105], [0.010, -0.134, 0.027], [-0.014, 0.145, 0.158], [-0.114, 0.119, 0.251], [-0.147, 0.028, -0.038], [0.004, -0.045, 0.046], [-0.006, 0.002, 0.007], [0.003, 0.006, 0.001], [-0.002, -0.103, 0.111], [0.045, 0.046, 0.010], [0.226, -0.057, -0.037], [-0.050, -0.015, -0.004], [-0.128, -0.049, 0.034], [-0.018, 0.095, -0.240], [0.151, 0.028, 0.040], [0.010, 0.022, -0.011], [-0.025, 0.036, -0.060], [-0.031, 0.002, -0.014], [-0.002, -0.007, -0.011], [-0.040, -0.023, -0.036], [-0.032, 0.027, -0.012], [0.345, -0.064, -0.068], [-0.014, 0.013, -0.096], [0.088, -0.070, 0.028], [-0.001, 0.077, 0.001], [-0.120, -0.100, -0.318], [-0.019, 0.022, -0.033], [-0.022, 0.002, -0.011], [-0.002, -0.001, 0.005], [0.165, -0.207, -0.005], [-0.014, 0.006, 0.078], [-0.013, 0.025, 0.035], [0.074, -0.039, 0.036], [0.033, -0.034, -0.048], [-0.069, 0.035, 0.036], [0.058, -0.097, -0.005], [0.051, -0.038, 0.093], [-0.076, 0.258, 0.099], [0.004, 0.011, 0.013], [-0.196, 0.031, -0.037], [0.000, -0.003, 0.005], [0.002, 0.017, -0.005], [-0.003, -0.010, 0.001], [-0.003, 0.000, -0.006], [0.014, -0.017, 0.005], [-0.025, -0.080, -0.050], [0.010, 0.006, 0.000], [-0.012, -0.029, -0.005], [0.001, 0.000, -0.002], [-0.004, -0.008, 0.021], [0.045, 0.003, -0.030], [-0.005, -0.006, 0.008], [-0.006, 0.008, -0.010], [0.017, 0.004, 0.013], [-0.028, 0.009, -0.053], [0.001, -0.001, -0.003], [0.006, 0.004, -0.002], [0.012, -0.060, 0.040], [0.001, -0.003, 0.001], [-0.021, -0.002, -0.028], [0.015, 0.011, -0.051], [0.011, 0.009, -0.009], [0.001, -0.002, 0.002], [0.002, -0.001, 0.005], [-0.001, -0.008, 0.000], [-0.035, -0.044, -0.021], [0.003, -0.001, 0.001], [-0.035, 0.001, 0.018], [0.002, 0.000, 0.000], [0.006, 0.014, -0.014], [0.001, 0.004, 0.000], [-0.005, -0.008, -0.003], [0.012, -0.022, 0.036], [-0.001, 0.002, 0.002], [0.001, -0.006, -0.001], [-0.031, 0.150, 0.094], [-0.004, -0.037, -0.039], [0.074, -0.142, -0.035], [0.008, 0.131, 0.099]], "lowdin_spin": [-0.001, 0.001, 0.000, 0.001, 0.001, 0.000, 0.069, 0.162, 0.000, 0.000, 0.015, 0.004, 0.001, 0.368, 0.002, -0.006, 0.000, 0.000, 0.008, 0.000, 0.001, 0.062, 0.015, 0.014, 0.067, 0.000, 0.000, 0.000, 0.000, 0.035, 0.001, 0.043, 0.064, 0.044, 0.004, 0.001, 0.001, 0.000, 0.000, 0.000, -0.001, 0.000, 0.000, 0.000, 0.004, 0.001, 0.000, 0.000, 0.000, 0.000, 0.000, 0.000, -0.002, 0.000, 0.001, 0.000, 0.005, 0.000, 0.000, 0.000, 0.000, -0.001, 0.000, 0.000, 0.001, 0.000, 0.005, 0.000, 0.000, 0.000, 0.000, 0.001, 0.000, 0.000, 0.000, 0.000, 0.000, 0.000, 0.000, 0.004, 0.000, -0.001, 0.001, 0.000, 0.000, 0.000, 0.001, -0.001, 0.003]}

{"formula": "C35H40BMoN12", "method": "the ωB97M-V functional and the def2-TZVPD basis", "total_charge": 4, "largest_force_ev_per_a": 0.28, "gap_ha": [0.2884, 0.2181], "s_squared": 3.78, "spin_multiplicity": 4, "elements": ["Mo", "N", "N", "N", "N", "N", "N", "N", "N", "N", "N", "N", "N", "C", "C", "C", "C", "C", "C", "C", "C", "C", "C", "C", "C", "C", "C", "C", "C", "C", "C", "C", "C", "C", "C", "C", "C", "C", "C", "C", "C", "C", "C", "C", "C", "C", "C", "C", "B", "H", "H", "H", "H", "H", "H", "H", "H", "H", "H", "H", "H", "H", "H", "H", "H", "H", "H", "H", "H", "H", "H", "H", "H", "H", "H", "H", "H", "H", "H", "H", "H", "H", "H", "H", "H", "H", "H", "H", "H"], "coordinates": [[0.22866, -0.13062, -0.24949], [1.89005, 0.66400, -1.43764], [0.91202, -2.03055, -1.20408], [1.69070, 2.27258, 1.08574], [1.88211, -0.75060, 1.05138], [5.19904, 2.63901, 0.49734], [-1.59173, -1.31830, -0.78378], [-0.91531, -0.55596, 1.62713], [2.92112, 1.39330, -0.89509], [2.93435, 0.10368, 1.23546], [0.45633, 1.72110, 0.89013], [4.19362, 2.26597, 1.20483], [-0.80924, 1.42852, -1.68904], [-1.15067, -0.57980, 4.00828], [5.58080, 3.18927, 2.70420], [-0.45270, 2.63689, 1.28553], [7.37429, 3.76338, 0.89816], [2.03465, 0.72388, -2.78162], [0.03460, -3.05367, -1.25614], [-2.99066, -1.22023, 2.62903], [1.62724, -4.50113, -2.27833], [3.66883, 1.90367, -1.88732], [-2.71977, 0.08167, -2.57908], [-0.41841, -0.35050, 2.86449], [1.14408, 0.07164, -3.77986], [6.11268, 3.22812, 1.38014], [4.38246, 2.58946, 2.58053], [3.44204, -1.76577, 2.30029], [3.14730, 1.49593, -3.09317], [2.18631, -1.89111, 1.71295], [-1.67043, 3.59576, -3.28551], [0.20668, 3.77804, 1.73740], [-2.45820, -1.03660, 3.89684], [-2.05719, -1.21211, -2.20689], [2.55515, -3.47269, -2.17628], [-1.89815, 1.33293, -2.48515], [2.16720, -2.26418, -1.64019], [-2.33933, 2.39164, -3.27498], [-0.53550, 3.69906, -2.48950], [1.54602, 3.51154, 1.58778], [-0.15306, 2.62164, -1.73233], [-1.26441, -2.76407, -0.59015], [3.87930, -0.50637, 1.97142], [1.31788, -3.08994, 1.87082], [-2.19907, -0.95839, 1.52930], [-2.71926, -1.01067, 0.13386], [0.34343, -4.28462, -1.79566], [-1.92876, 2.47396, 1.21202], [2.95145, 1.51650, 0.63041], [-3.13761, -0.03914, -0.12405], [0.59675, 0.00930, 2.92578], [6.04418, 3.56798, 3.60180], [-2.07403, -3.37892, -0.98385], [0.69013, -2.99185, 2.75976], [4.81079, -0.02093, 2.21252], [3.62610, 2.34110, 3.30902], [7.48731, 3.64786, -0.17538], [-3.51282, -1.75086, 0.01018], [0.45495, 0.80438, -4.20600], [3.53204, 1.71466, -4.07579], [0.05483, 4.60423, -2.45635], [3.95951, -2.50934, 2.88379], [1.89966, -5.45377, -2.71469], [8.20919, 3.27672, 1.42235], [7.46136, 4.82212, 1.18074], [-0.40515, -5.06590, -1.82597], [0.68426, -3.27612, 1.01513], [0.57294, -0.74871, -3.35852], [-3.03263, -0.03130, -3.61887], [-2.21774, 1.54955, 0.72536], [-1.20393, -1.42122, -2.84719], [1.74269, -0.31934, -4.60189], [-2.36240, 3.30433, 0.65256], [-0.69880, -0.40574, 4.97513], [-2.00950, 4.41984, -3.90028], [-1.19502, -2.96898, 0.47832], [4.53888, 2.49938, -1.67458], [-0.24108, 4.68225, 2.11660], [3.57396, -3.60101, -2.51550], [-2.36361, 2.49966, 2.21218], [2.87142, -1.45191, -1.55547], [0.73699, 2.71830, -1.13760], [-4.01187, -1.55247, 2.49350], [-3.65971, 0.22110, -2.03858], [-3.21913, 2.24515, -3.88819], [-2.78097, -2.01413, -2.36567], [2.39662, 4.14023, 1.80078], [-3.05255, -1.23769, 4.77936], [1.94411, -3.96767, 2.02075]], "forces_ev_per_a": [[0.235, 0.122, 0.096], [-0.083, -0.117, -0.086], [-0.017, -0.038, 0.020], [0.028, -0.042, 0.041], [-0.104, 0.026, 0.005], [-0.017, -0.074, 0.074], [-0.115, -0.128, -0.036], [-0.078, 0.050, -0.078], [-0.026, 0.039, -0.006], [0.085, 0.002, 0.022], [-0.075, 0.017, 0.003], [-0.086, 0.012, -0.098], [-0.026, -0.052, 0.015], [-0.028, -0.001, 0.005], [-0.108, -0.034, -0.010], [0.031, 0.068, 0.042], [-0.019, -0.020, -0.054], [0.098, 0.053, -0.031], [-0.053, -0.013, -0.009], [0.001, 0.009, 0.013], [-0.010, 0.035, 0.012], [0.053, -0.020, -0.046], [-0.015, 0.018, -0.010], [0.065, 0.006, 0.010], [-0.076, 0.040, 0.014], [0.141, 0.106, 0.016], [0.064, -0.007, 0.126], [0.041, 0.049, -0.034], [0.015, -0.004, 0.029], [0.070, -0.057, 0.033], [0.014, -0.043, 0.025], [0.038, 0.019, 0.015], [0.011, 0.001, -0.005], [0.011, 0.052, -0.030], [-0.004, -0.040, -0.009], [-0.056, -0.058, -0.005], [0.044, 0.042, 0.012], [0.011, 0.065, 0.013], [-0.044, 0.000, -0.017], [-0.027, 0.043, -0.059], [0.051, 0.045, -0.007], [0.063, 0.004, -0.008], [-0.044, -0.033, -0.017], [-0.044, 0.038, 0.026], [-0.014, -0.027, -0.012], [0.036, 0.060, 0.039], [0.019, -0.025, -0.010], [-0.018, -0.057, -0.029], [-0.014, -0.004, 0.016], [-0.006, -0.001, -0.012], [0.008, -0.018, -0.009], [0.008, -0.009, -0.023], [-0.031, 0.011, -0.015], [-0.020, 0.011, -0.018], [0.000, -0.002, 0.000], [0.022, 0.000, 0.004], [0.025, 0.012, 0.002], [-0.002, -0.024, -0.007], [-0.011, -0.014, 0.006], [-0.017, -0.001, 0.014], [-0.003, -0.006, -0.001], [-0.011, 0.016, -0.006], [-0.002, 0.001, 0.010], [-0.004, 0.009, 0.015], [0.003, -0.005, 0.014], [0.003, 0.009, -0.004], [0.018, -0.021, -0.006], [0.002, -0.006, -0.009], [0.020, 0.002, -0.015], [-0.010, 0.021, -0.011], [0.009, 0.000, -0.012], [0.004, 0.006, 0.005], [0.009, -0.002, 0.011], [0.001, 0.002, -0.009], [0.003, -0.009, 0.009], [0.013, 0.012, 0.033], [-0.052, -0.023, -0.020], [-0.002, -0.029, 0.005], [-0.010, 0.007, 0.001], [-0.004, -0.026, 0.009], [0.001, 0.004, 0.010], [0.009, -0.023, -0.003], [0.008, -0.006, 0.002], [0.010, 0.009, -0.008], [0.006, 0.000, 0.004], [-0.001, -0.029, 0.020], [-0.020, -0.017, 0.001], [0.000, 0.005, -0.011], [0.001, 0.006, 0.005]], "lowdin_spin": [1.803, 0.003, -0.001, 0.005, -0.001, 0.238, -0.008, -0.003, -0.001, 0.006, 0.003, 0.224, -0.004, -0.001, 0.020, 0.012, 0.069, 0.013, 0.012, -0.002, 0.014, 0.015, 0.001, 0.006, 0.004, 0.262, 0.099, 0.004, 0.005, 0.011, 0.009, 0.004, 0.014, 0.006, -0.001, 0.008, 0.006, -0.002, -0.001, 0.017, 0.003, 0.007, 0.017, 0.003, 0.012, 0.005, -0.001, 0.005, 0.014, 0.001, 0.000, -0.002, 0.000, 0.001, 0.002, 0.002, -0.001, 0.000, 0.001, 0.000, 0.000, 0.000, 0.001, 0.026, 0.026, 0.000, 0.001, 0.001, 0.000, 0.002, 0.001, 0.000, 0.001, 0.000, 0.000, 0.001, 0.000, 0.000, 0.000, 0.001, 0.000, 0.000, 0.000, 0.000, 0.000, 0.000, 0.003, 0.001, 0.000]}